Below is 4 unconnected molecules or ions with the total composition C6H18ClO3S3, with properties calculated with the ωB97M-V functional and the def2-TZVPD basis.

LUMO energy = 0.106 hartree
total charge = -1
multiplicity = 1
E = -2119.837439 Eh
HOMO = -4.1 eV

Bonds (Å) are listed after each position.
CARTESIAN COORDINATES (ANGSTROEM)
1 H -11.372 22.411 27.954  C18 1.094
2 H -14.666 22.038 27.801  C19 1.090
3 H -14.147 16.459 22.095  C6 1.094
4 H -13.678 20.530 28.079  C19 1.092
5 H -14.779 15.924 23.651  C6 1.087
6 C -13.881 15.979 23.040  H3 1.094, H5 1.087, H9 1.092, S31 1.806
7 H -10.566 23.800 28.708  C18 1.092
8 H -15.689 17.829 26.603  C25 1.089
9 H -13.443 15.021 22.751  C6 1.092
10 H -12.517 25.959 28.751  C30 1.097
11 S -11.845 24.608 26.917  C18 1.814, O20 1.478, C30 1.798
12 H -13.238 16.068 25.731  C29 1.091
13 H -14.051 18.518 26.924  C25 1.092
14 H -15.102 20.951 29.107  C19 1.093
15 H -11.908 17.221 25.873  C29 1.096
16 Cl -11.518 19.970 26.737  no bonds
17 S -15.766 20.199 26.913  C19 1.803, O22 1.474, C25 1.782
18 C -11.503 23.451 28.270  H1 1.094, H7 1.092, S11 1.814, H26 1.090
19 C -14.668 20.991 28.104  H2 1.090, H4 1.092, H14 1.093, S17 1.803
20 O -12.627 23.926 25.864  S11 1.478
21 H -11.587 15.567 25.222  C29 1.090
22 O -15.402 20.614 25.546  S17 1.474
23 O -13.323 18.369 23.880  S31 1.472
24 H -13.914 25.031 28.098  C30 1.088
25 C -15.114 18.560 27.170  H8 1.089, H13 1.092, S17 1.782, H28 1.096
26 H -12.314 23.502 28.997  C18 1.090
27 H -13.246 26.517 27.303  C30 1.089
28 H -15.276 18.331 28.230  C25 1.096
29 C -12.300 16.390 25.275  H12 1.091, H15 1.096, H21 1.090, S31 1.799
30 C -13.022 25.600 27.846  H10 1.097, S11 1.798, H24 1.088, H27 1.089
31 S -12.607 17.103 23.653  C6 1.806, O23 1.472, C29 1.799